# 1
38
Properties=species:S:1:pos:R:3 method="wB97M-V/def2-TZVPD" total_energy_ev=-88250.188 total_charge=+2 e_above_lowest_kj_mol=17.1 e_lumo_ev=-7.6 homo_ev=-15.12 orbital_gap_ev=7.57
Ti -0.3614 -0.6007 -0.8297
C -1.0833 -0.4283 3.5767
C -0.8030 -0.1330 2.1449
N -0.5885 -1.0285 1.2538
N -0.3981 -2.3524 1.6152
C 0.7398 -2.8931 1.1139
N 1.0416 -4.1335 1.4434
S 1.7081 -1.9375 0.0931
C -0.6899 1.2436 1.5942
C -0.9153 2.3822 2.3318
C -0.6815 3.6252 1.7359
C -0.2247 3.6724 0.4390
C -0.0323 2.4782 -0.2499
N -0.2633 1.2934 0.3063
H -0.2474 -0.9874 4.0058
H -1.2195 0.4717 4.1641
H -1.9862 -1.0346 3.6728
H -0.9942 -2.7805 2.3084
H 0.4779 -4.6924 2.0659
H 1.8732 -4.5558 1.0605
H -1.2614 2.3278 3.3524
H -0.8529 4.5329 2.2986
H -0.0166 4.6105 -0.0555
H 0.3192 2.4665 -1.2744
Cl -0.9469 -2.5320 -1.7740
N 1.2833 -1.0322 -4.0422
C 1.6224 -0.0922 -3.1908
O 0.9715 0.0787 -2.1206
C 2.7689 0.8080 -3.4902
I 2.0412 2.7341 -4.0015
H 0.5163 -1.6589 -3.8346
H 1.8048 -1.1689 -4.8942
H 3.3567 0.4548 -4.3314
H 3.3904 0.9129 -2.6062
Cl -2.0247 0.5383 -2.2928
C -2.4245 -0.1831 -0.7010
H -3.1106 -1.0085 -0.8392
H -2.7892 0.6020 -0.0487

# 2
145
Properties=species:S:1:pos:R:3 method="wB97M-V/def2-TZVPD" total_energy_ev=-89440.758 total_charge=+1 e_lumo_ev=-2.8 homo_ev=-10.71 orbital_gap_ev=7.86
Hf -0.7051 -2.3220 2.4422
F -2.7192 -2.1757 1.2182
F 0.0494 -3.5223 4.3454
F 0.0044 -0.7741 0.8027
C 1.2378 -4.1768 -3.7946
C 0.8343 -2.8328 -3.1077
C 0.8530 -1.5850 -4.0342
O 2.2172 -1.1195 -4.2180
C 2.3951 -0.1149 -5.2184
N -0.4927 -3.1753 -2.5730
H 1.5092 -4.9563 -3.0827
H 2.1721 -4.0321 -4.3371
H 0.4882 -4.6126 -4.4552
H 1.5136 -2.6905 -2.2672
H 0.3392 -0.8036 -3.4743
H 0.3751 -1.8212 -4.9850
H 1.8645 -0.5296 -6.0754
H 3.4477 -0.2758 -5.4514
H 2.1035 0.9120 -4.9983
H -1.0691 -3.5868 -3.2931
H -0.9985 -2.3877 -2.1937
C -0.1339 5.1531 -3.6031
C -0.2290 5.3483 -2.0641
C -0.6499 6.7235 -1.5878
O 0.3315 7.7138 -1.9408
C 1.4654 7.7254 -1.1168
N -1.1716 4.2859 -1.5912
H 0.5315 5.9901 -3.8145
H -1.1203 5.2405 -4.0587
H 0.3084 4.2215 -3.9562
H 0.7206 5.1335 -1.5739
H -0.7415 6.7580 -0.5022
H -1.6786 6.9096 -1.8966
H 1.9677 6.7702 -0.9637
H 1.2672 8.1947 -0.1532
H 2.0833 8.4115 -1.6961
H -2.0371 4.2737 -2.1117
H -0.7537 3.3900 -1.7983
C -3.6386 0.7068 -1.9061
C -3.2702 -0.6738 -2.5025
C -2.8466 -0.5127 -3.9827
O -3.9511 0.0838 -4.7853
C -3.5053 0.2950 -6.1477
N -2.1739 -1.1688 -1.7373
H -2.9313 1.5178 -2.0791
H -3.9967 0.6631 -0.8775
H -4.4862 1.0763 -2.4833
H -4.0542 -1.4311 -2.5013
H -2.6343 -1.5126 -4.3613
H -1.9402 0.0883 -4.0561
H -4.1454 1.0632 -6.5816
H -3.5653 -0.6272 -6.7258
H -2.5411 0.7883 -6.2705
H -2.4617 -1.4837 -0.8218
H -1.5313 -0.4153 -1.5387
C 5.2611 1.9521 1.7893
C 6.5232 1.4945 2.4442
O 6.3206 0.9714 3.7118
O 4.4771 0.7906 1.5759
H 5.3332 2.3383 0.7725
H 4.7059 2.6452 2.4213
H 7.2023 2.3330 2.5990
H 7.0414 0.7244 1.8728
H 5.9125 0.1030 3.6793
H 3.5867 0.9642 1.2619
C -5.2361 -4.6027 1.5139
C -6.6133 -5.2133 1.2256
O -7.5274 -4.1394 1.3006
O -4.9420 -3.6575 0.4841
H -4.4609 -5.3655 1.5871
H -5.1840 -4.0866 2.4725
H -6.7899 -5.8642 2.0819
H -6.7132 -5.7857 0.3034
H -7.3238 -3.3231 0.8381
H -4.2665 -3.0385 0.7707
C -2.2465 2.7790 1.1251
C -1.8902 4.2323 1.5721
O -0.6804 4.6199 0.9984
O -1.2126 1.9961 1.7305
H -2.2794 2.7233 0.0370
H -3.2796 2.5534 1.3894
H -1.9252 4.2519 2.6614
H -2.6726 4.8792 1.1752
H -0.8374 4.4808 0.0616
H -0.3548 2.3038 1.4289
C -1.3752 -5.4911 1.3803
C -1.2990 -4.8418 0.0129
O -0.4832 -3.6719 0.1386
O -1.8456 -4.5422 2.4000
H -0.3849 -5.9150 1.5468
H -2.1339 -6.2707 1.3122
H -2.2864 -4.5161 -0.3143
H -0.9162 -5.5944 -0.6765
H -0.2210 -3.4406 -0.7554
H -2.4298 -5.1278 2.8873
C 1.8297 2.0536 -0.4379
C 1.1550 1.4241 -1.6474
O -0.1893 1.0491 -1.3141
O 2.1489 0.9630 0.4589
H 1.1985 2.7120 0.1589
H 2.7954 2.4406 -0.7632
H 1.7003 0.5442 -1.9888
H 1.0217 2.0926 -2.4979
H -0.1429 0.3632 -0.6440
H 1.3624 0.4553 0.6713
C 4.3731 -1.4273 -1.7456
C 4.5558 -2.9011 -1.8881
O 4.3022 -3.4469 -0.6269
O 5.4453 -0.7939 -1.0451
H 3.4062 -1.2232 -1.2856
H 4.4221 -0.9556 -2.7270
H 5.5862 -3.1112 -2.1747
H 3.9080 -3.2858 -2.6758
H 4.9122 -3.0479 -0.0021
H 5.0385 -0.3450 -0.3005
C -2.7878 -0.2180 4.2114
C -2.7166 -1.4598 5.1754
O -2.4636 -2.5687 4.3351
O -1.7194 -0.2126 3.2591
H -2.9097 0.6941 4.7956
H -3.7054 -0.2935 3.6279
H -3.5848 -1.5182 5.8319
H -1.9352 -1.3206 5.9225
H -2.8791 -3.2600 4.8558
H -1.5973 0.6727 2.9086
C 2.5625 -2.0254 2.1683
C 2.2674 -1.2310 3.4488
O 0.8982 -0.9404 3.5593
O 1.5649 -3.0589 2.0069
H 3.4958 -2.5519 2.3679
H 2.5853 -1.4408 1.2486
H 3.0253 -0.4511 3.5226
H 2.6441 -1.9537 4.1726
H 0.8322 -0.2414 4.2139
H 2.0065 -3.8095 1.6029
C 2.4450 2.5241 4.2207
C 1.3592 2.4316 5.2762
O 0.7358 1.1983 5.4150
O 1.8308 2.7124 2.9182
H 3.1694 1.7157 4.3208
H 3.0349 3.4322 4.3450
H 0.6348 3.2173 5.0619
H 1.8692 2.7381 6.1895
H 0.4170 1.2421 6.3194
H 1.6314 3.6512 2.8943

# 3
162
Properties=species:S:1:pos:R:3 method="wB97M-V/def2-TZVPD" total_energy_ev=-170440.665 total_charge=+2 e_lumo_ev=-4.0 homo_ev=-9.84 orbital_gap_ev=5.80
C -36.3595 -9.9003 1.5432
O -35.0126 -9.9212 2.0999
C -34.6336 -8.9711 3.1077
C -34.3888 -7.5784 2.4753
N -33.4374 -7.6950 1.2298
H -33.6155 -8.5071 0.6563
H -33.6846 -6.9878 0.5523
C -31.9522 -7.6079 1.5744
C -31.1078 -8.1779 0.4275
O -31.4500 -9.5557 0.2440
C -30.7342 -10.2145 -0.8544
H -36.4576 -9.0413 0.8795
H -37.1443 -9.8079 2.2940
H -36.5763 -10.6746 0.8074
H -33.6801 -9.2235 3.5716
H -35.4015 -9.0374 3.8784
H -33.9994 -6.7571 3.0770
H -35.3489 -7.2738 2.0587
H -31.7100 -8.2377 2.4304
H -31.6290 -6.5819 1.7509
H -30.0481 -8.0327 0.6374
H -31.3507 -7.6015 -0.4652
H -30.5303 -11.2301 -0.5153
H -29.7819 -9.8134 -1.2013
H -31.3240 -10.0101 -1.7480
C -28.7494 -11.5947 -10.0917
O -29.3158 -10.7259 -9.0954
C -28.5463 -10.7395 -7.9120
C -29.2092 -9.8700 -6.7806
N -30.6557 -10.4307 -6.6462
H -31.0366 -10.7262 -7.5337
H -30.7344 -11.2508 -6.0620
C -31.5778 -9.2735 -6.1558
C -33.0134 -9.7045 -6.3092
O -33.3444 -10.0638 -7.6065
C -33.6258 -9.0565 -8.5251
H -27.8191 -11.1564 -10.4531
H -29.4556 -11.5562 -10.9211
H -28.5601 -12.6298 -9.8074
H -27.5753 -10.2944 -8.1292
H -28.3090 -11.7412 -7.5537
H -29.3121 -8.8307 -7.0927
H -28.6412 -9.8763 -5.8503
H -31.4336 -8.2953 -6.6145
H -31.3227 -9.1760 -5.1006
H -33.7053 -8.9661 -5.9041
H -33.1529 -10.7030 -5.8948
H -34.4804 -8.4661 -8.1948
H -33.9105 -9.5119 -9.4736
H -32.7570 -8.4140 -8.6679
C -24.1458 -2.5855 -5.9195
O -24.1018 -3.6699 -5.0536
C -23.2455 -4.7506 -5.4847
C -22.4202 -5.3235 -4.3080
N -23.2252 -5.4909 -3.1027
H -22.7298 -5.6605 -2.2391
H -23.5285 -4.5775 -2.7965
C -24.3752 -6.5426 -3.0755
C -23.9424 -8.0008 -3.4214
O -23.8101 -8.1310 -4.8230
C -25.0888 -8.3570 -5.4814
H -24.8976 -1.9136 -5.5055
H -24.4123 -2.8498 -6.9428
H -23.1861 -2.0705 -5.9623
H -22.6075 -4.3248 -6.2592
H -23.7738 -5.5425 -6.0156
H -21.6632 -4.6295 -3.9426
H -21.7636 -6.1669 -4.5219
H -25.0384 -6.1095 -3.8242
H -24.6634 -6.4689 -2.0268
H -24.5698 -8.7342 -2.9148
H -22.9498 -8.1075 -2.9837
H -24.8434 -8.3387 -6.5433
H -25.8654 -7.6264 -5.2552
H -25.5669 -9.2872 -5.1743
C -18.5350 -2.9728 2.3274
O -19.6564 -2.6599 1.5337
C -20.8311 -3.1648 2.1351
C -22.1236 -2.8048 1.3696
N -21.9192 -2.8855 -0.1937
H -20.9643 -2.6104 -0.3743
H -21.9493 -3.8525 -0.4836
C -22.7949 -1.9982 -1.1238
C -24.2936 -2.1752 -0.8802
O -24.6475 -3.4818 -1.2723
C -25.8992 -3.8407 -0.7538
H -17.6191 -2.6757 1.8164
H -18.3970 -4.0481 2.4405
H -18.5561 -2.6535 3.3693
H -20.9156 -3.1246 3.2210
H -20.7543 -4.2379 1.9599
H -22.3457 -1.7746 1.6478
H -23.0143 -3.3794 1.6237
H -22.4561 -2.3155 -2.1100
H -22.4582 -0.9794 -0.9323
H -24.7908 -1.3952 -1.4569
H -24.5746 -1.8736 0.1289
H -26.6764 -3.1664 -1.1135
H -25.9853 -3.9362 0.3286
H -26.2286 -4.7588 -1.2402
C -32.7593 -5.5669 -7.4033
O -31.6276 -5.6730 -6.6096
C -31.7243 -5.2567 -5.2515
C -30.9560 -3.9340 -5.0877
N -29.5668 -3.9187 -5.8150
H -29.0510 -4.7495 -5.5625
H -29.7831 -4.0151 -6.7969
C -28.7730 -2.5752 -5.7023
C -29.6424 -1.3172 -5.8908
O -30.3522 -1.3681 -7.1705
C -31.2292 -0.3403 -7.4393
H -32.5901 -6.0201 -8.3801
H -32.9232 -4.5057 -7.5903
H -33.6631 -5.8749 -6.8776
H -31.1951 -5.9918 -4.6450
H -32.7138 -5.2483 -4.7946
H -30.8064 -3.5433 -4.0812
H -31.4263 -3.0871 -5.5874
H -27.9237 -2.5639 -6.3854
H -28.3538 -2.6880 -4.7024
H -28.9804 -0.4549 -5.8121
H -30.2750 -1.1979 -5.0111
H -31.7124 -0.3070 -8.4158
H -31.0405 0.6761 -7.0939
H -32.0831 -0.5527 -6.7960
C -33.8539 -4.5904 -0.7681
O -32.6798 -4.3960 0.0080
O -34.7312 -5.1997 0.1124
C -34.4099 -3.4644 -1.6546
F -35.5777 -3.8363 -2.2528
F -34.6970 -2.4098 -0.8828
F -33.5955 -3.0774 -2.5807
C -31.4618 -4.3806 -0.7867
C -30.3176 -3.9171 0.1953
H -29.3831 -3.7394 -0.3368
H -30.6922 -3.0039 0.6576
H -30.0195 -4.7047 0.8874
H -31.4569 -3.5069 -1.4384
H -31.0713 -5.2018 -1.3877
H -33.5552 -5.4235 -1.4044
C -21.8243 -7.1882 0.0156
O -23.1120 -7.8849 -0.2032
O -21.9250 -5.9212 -0.5760
C -21.2525 -7.4418 1.5116
F -21.0052 -8.7703 1.7120
F -20.1058 -6.8546 1.6959
F -22.0755 -7.0352 2.4673
C -24.2522 -7.7367 0.6926
C -25.3899 -8.5672 0.1722
H -24.9900 -9.5812 0.1817
H -26.2692 -8.5010 0.8129
H -25.9079 -8.2227 -0.7229
H -24.4580 -6.6715 0.7975
H -24.0221 -8.0568 1.7089
H -21.0665 -7.6914 -0.5850
As -28.7342 -7.2759 -3.0656
F -26.9963 -6.8647 -3.1132
F -28.8500 -7.0407 -4.8328
F -30.4499 -7.5719 -3.0885
F -28.7038 -7.4569 -1.3049
F -29.1362 -5.4877 -2.9761
F -28.3067 -9.0224 -3.2625

# 4
10
Properties=species:S:1:pos:R:3 method="wB97M-V/def2-TZVPD" total_energy_ev=-42769.208 e_above_lowest_kj_mol=35.6 e_lumo_ev="0.4 / -2.1" spin_multiplicity=3 s_squared=2.01 homo_ev="-8.25 / -10.31" orbital_gap_ev="8.67 / 8.18"
C -0.8664 -0.3480 0.7175
C -1.1742 0.1951 -0.5811
C 2.3935 0.3313 0.0797
O -0.4653 0.8462 -1.2977
Cl 2.2385 1.5828 -0.9992
Cl 2.4012 -1.1304 -0.7339
Cl -1.8887 0.0943 2.0222
H -0.6822 -1.4988 0.7970
H 0.1489 0.0740 1.0084
H -2.1055 -0.1464 -1.0130